(a)
A 2-piece molecular cluster, CH4FOP overall, computed with ωB97M-V/def2-TZVPD.

Each line ends with the natural charge from an NBO analysis.
Element x y z (Å)
C -0.501 -0.519 0.229  0.153
O -1.171 -1.446 -0.383  -0.602
F 0.935 -1.588 1.411  -0.720
P 1.028 0.169 -0.229  0.449
H -0.799 -0.561 1.262  0.248
H -0.754 -1.931 -1.110  0.513
H 1.173 1.080 0.745  0.005
H 0.541 0.994 -1.362  -0.046

Output
total charge	0
2S+1	1
gap between HOMO and LUMO	8.8	eV

(b)
The molecule CH4FOP, computed with ωB97M-V/def2-TZVPD.

Each line ends with the natural charge from an NBO analysis.
Element x y z (Å)
C 0.369 -0.217 0.190  -0.421
O 1.336 0.713 0.596  -0.725
F -1.955 1.039 0.078  -0.578
P -0.954 0.332 -0.906  0.951
H 0.796 -1.076 -0.328  0.189
H -0.139 -0.621 1.081  0.205
H 2.100 0.829 -0.013  0.480
H -1.553 -0.998 -0.698  -0.102

Output
total charge	0
SMILES string	OCPF
2S+1	1
gap between HOMO and LUMO	10.2	eV

Energetically preferred structure: (b) | next structure: +289.8 kJ/mol

(a)
The molecule C6H9N, computed with ωB97M-V/def2-TZVPD.

Each line ends with the natural charge from an NBO analysis.
Element x y z (Å)
C 0.404 -0.509 1.837  -0.639
C -0.227 -0.343 0.503  0.085
C 0.145 0.452 -0.537  -0.043
C 1.210 1.503 -0.582  -0.635
C -0.670 0.144 -1.680  -0.463
C -1.611 -0.780 -1.219  -0.012
N -1.335 -1.047 0.083  -0.481
H 1.474 -0.729 1.733  0.224
H -0.052 -1.323 2.405  0.213
H 0.311 0.416 2.411  0.223
H 1.393 1.842 -1.610  0.226
H 2.159 1.192 -0.135  0.207
H 0.841 2.374 -0.028  0.222
H 0.250 -0.232 -2.148  0.260
H -2.476 -1.241 -1.688  0.206
H -1.818 -1.719 0.655  0.407

Output
total charge	0
SMILES string	Cc1cc[nH]c1C
2S+1	1
gap between HOMO and LUMO	8.7	eV

(b)
The molecule C6H9N, computed with ωB97M-V/def2-TZVPD.

Each line ends with the natural charge from an NBO analysis.
Element x y z (Å)
C 1.294 -0.992 -1.756  0.052
C -0.821 1.344 1.696  -0.414
C 0.272 0.663 1.482  -0.187
C 0.400 -0.685 -0.681  0.079
C -1.098 -0.926 -0.727  -0.654
C 0.886 0.801 0.210  -0.441
N 1.400 -1.761 -0.751  -0.316
H 1.556 -0.948 -2.765  0.205
H -1.457 1.144 2.589  0.195
H -1.361 1.758 0.919  0.182
H 0.856 0.108 2.270  0.216
H -1.512 -0.442 -1.678  0.208
H -1.512 -0.448 0.108  0.226
H -1.395 -1.935 -0.712  0.224
H 0.490 1.613 -0.353  0.207
H 2.004 0.707 0.148  0.216

Output
total charge	0
SMILES string	C=CC[C@@]1(C)C=N1
2S+1	1
gap between HOMO and LUMO	10.0	eV

Energetically preferred structure: (a) | next structure: +190.0 kJ/mol

(a)
The molecule C6H9N, computed with ωB97M-V/def2-TZVPD.

Each line ends with the natural charge from an NBO analysis.
Element x y z (Å)
C 2.783 0.531 2.163  -0.681
C 1.771 0.130 1.184  0.001
C 0.966 -0.216 0.355  -0.030
C 0.028 -0.658 -0.679  -0.475
C -1.426 -0.224 -0.428  -0.059
C -2.061 0.402 -1.587  -0.269
N -2.365 -1.020 -1.197  -0.637
H 2.704 1.596 2.403  0.233
H 3.787 0.351 1.764  0.234
H 2.684 -0.036 3.094  0.233
H 0.092 -1.743 -0.811  0.247
H 0.348 -0.218 -1.634  0.230
H -1.624 0.190 0.560  0.205
H -1.541 0.514 -2.522  0.191
H -2.815 1.158 -1.344  0.185
H -3.330 -0.758 -1.319  0.390

Output
total charge	0
SMILES string	CC#CC[C@H]1CN1
2S+1	1
gap between HOMO and LUMO	10.5	eV

(b)
The molecule C6H9N, computed with ωB97M-V/def2-TZVPD.

Each line ends with the natural charge from an NBO analysis.
Element x y z (Å)
C 2.352 -0.272 0.353  -0.651
C 0.953 -0.151 -0.158  0.196
C 0.134 -1.063 -0.750  -0.368
C -1.135 -0.450 -1.166  -0.181
C -2.124 -0.079 0.391  -0.583
C -0.986 0.854 -0.629  -0.038
N 0.287 1.062 -0.105  -0.584
H 2.415 -0.012 1.416  0.220
H 2.707 -1.298 0.232  0.233
H 3.031 0.392 -0.196  0.224
H 0.430 -2.084 -0.964  0.213
H -1.719 0.297 1.338  0.203
H -2.252 -1.153 0.496  0.264
H -3.091 0.373 0.174  0.226
H -1.585 1.727 -0.872  0.223
H 0.583 1.857 0.439  0.403

Output
total charge	0
2S+1	1
gap between HOMO and LUMO	8.5	eV

(c)
The molecule C6H9N, computed with ωB97M-V/def2-TZVPD.

Each line ends with the natural charge from an NBO analysis.
Element x y z (Å)
C 2.428 -0.385 -0.270  -0.641
C 1.132 -0.008 0.394  0.125
C 0.017 -0.787 0.388  -0.268
C -1.131 0.050 0.257  -0.095
C -2.428 -0.486 -0.257  -0.622
C -0.672 1.330 0.330  -0.071
N 0.708 1.318 0.437  -0.548
H 3.327 -0.612 0.302  0.214
H 2.227 -1.267 -0.882  0.222
H 2.677 0.423 -0.961  0.223
H 0.007 -1.865 0.310  0.210
H -3.183 0.277 -0.459  0.216
H -2.864 -1.241 0.403  0.215
H -2.208 -0.984 -1.207  0.213
H -1.200 2.255 0.164  0.205
H 1.162 1.982 1.053  0.405

Output
total charge	0
SMILES string	Cc1c[nH]c(C)c1
2S+1	1
gap between HOMO and LUMO	8.9	eV

(d)
A 2-piece molecular cluster, C6H9N overall, computed with ωB97M-V/def2-TZVPD.

Each line ends with the natural charge from an NBO analysis.
Element x y z (Å)
C 1.834 0.766 -0.123  -0.021
N 0.650 0.324 -0.040  -0.216
C -0.024 -0.515 0.998  -0.216
C -1.481 -0.019 0.792  -0.271
C -1.542 1.069 -0.280  -0.387
C -0.465 0.236 -0.992  -0.066
C -0.925 -1.003 -0.173  -0.290
H 2.185 1.242 -1.034  0.192
H 2.649 -2.142 0.834  -0.053
H 2.480 0.636 0.739  0.218
H 1.982 -1.892 1.073  0.032
H -2.200 -0.177 1.589  0.229
H -1.271 2.102 -0.022  0.192
H -2.483 1.051 -0.838  0.214
H -0.221 0.338 -2.052  0.211
H -1.168 -2.015 -0.472  0.234

Output
total charge	0
2S+1	1
gap between HOMO and LUMO	8.1	eV

Energetically preferred structure: (c) | next structure: +274.4 kJ/mol